A single C4H2Cl2 molecule. Source: the Open Molecules 2025 dataset; level of theory: ωB97M-V with the def2-TZVPD basis set.

For the LUMO energy, the calculation gives -0.0003 Ha. As for the maximum force: 4.18 eV/A. The energy relative to the best compared isomer or geometry (same formula, charge and spin) is 26.2 kcal per mole. As for the SMILES: C#CC=C(Cl)Cl. The value obtained for the HOMO-LUMO gap is 9.16 eV. Its HOMO energy is -0.33702 hartree.

Structure (ORCA input):
```
! RIJCOSX wB97M-V def2-TZVPD def2/J DEFGRID3
* xyz 0 1
C -1.4467 0.2773 0.1321
C -0.3004 -0.4738 0.0857
C 1.1240 -0.0688 0.0294
C 2.3670 0.1372 -0.1735
H -0.5527 -1.4815 0.1330
H 3.5569 0.4213 -0.0753
Cl -2.9544 -0.6787 -0.0935
Cl -1.7936 1.8671 -0.0379
*
```



A single C3H7FO molecule. Source: the Open Molecules 2025 dataset; level of theory: ωB97M-V with the def2-TZVPD basis set.

For the LUMO energy, the calculation gives 0.0303 Ha. As for the maximum force: 3.94 eV/A. The energy relative to the best compared isomer or geometry (same formula, charge and spin) is 42.9 kcal per mole. As for the SMILES: OCCCF. The value obtained for the HOMO-LUMO gap is 11.18 eV. Its HOMO energy is -0.38045 hartree.

Structure (ORCA input):
```
! RIJCOSX wB97M-V def2-TZVPD def2/J DEFGRID3
* xyz 0 1
C 0.6382 0.7561 -0.1320
C 0.1891 -0.6655 0.1147
C -1.3202 -0.6520 0.1879
H 2.7224 1.2078 -0.1177
H -0.3049 1.2233 0.4530
H 0.4955 0.8900 -1.2937
H 0.6564 -1.1552 0.9252
H 0.4074 -1.2029 -0.8941
H -1.6066 0.3227 0.8125
H -1.8281 -1.5576 0.8133
O 1.8117 1.5070 0.2392
F -1.8609 -0.6736 -1.1082
*
```



C19H43BiOP3S as an isolated structure. Source: the Open Molecules 2025 dataset; level of theory: ωB97M-V with the def2-TZVPD basis set.

For the LUMO energy, the calculation gives -0.3834 Ha. As for the maximum force: 3.11 eV/A. The energy relative to the best compared isomer or geometry (same formula, charge and spin) is 15.0 kcal per mole. The value obtained for the HOMO-LUMO gap is 6.11 eV. Its HOMO energy is -0.60778 hartree.

Structure (ORCA input):
```
! RIJCOSX wB97M-V def2-TZVPD def2/J DEFGRID3
* xyz 3 1
Bi -0.0674 0.1158 0.1793
P -2.0907 0.5286 -1.7020
P -2.0171 -0.7487 1.9360
P 0.0420 -2.4204 -0.9279
H 3.2451 3.5296 0.0741
C 3.7376 3.1950 -0.8516
C 3.1256 3.2569 -2.0498
H 2.0623 3.5093 -2.1237
C -2.7165 2.2389 -1.7161
C -3.6361 -0.4519 -1.6278
C -1.4732 0.2967 -3.4053
C -1.4198 -1.0142 3.6361
C -3.3932 0.4141 2.2124
C -2.9207 -2.2922 1.5653
C 1.1906 -2.4466 -2.3595
C -1.4246 -3.2547 -1.6423
C 0.6928 -3.7394 0.1647
H 4.7694 2.8347 -0.7601
H 3.6474 3.0676 -2.9934
H -1.8949 2.9262 -1.4714
H -3.5051 2.3577 -0.9587
H -3.1251 2.4904 -2.7047
H -4.2142 -0.1798 -0.7324
H -3.4236 -1.5292 -1.6074
H -4.2404 -0.2315 -2.5206
H -0.6512 1.0074 -3.5831
H -2.2884 0.5065 -4.1158
H -1.1034 -0.7285 -3.5642
H -2.2286 -1.4480 4.2419
H -1.1184 -0.0524 4.0719
H -0.5587 -1.6957 3.6437
H -3.9903 0.0796 3.0706
H -4.0472 0.4692 1.3337
H -2.9972 1.4169 2.4126
H -3.5269 -2.5525 2.4442
H -2.2305 -3.1192 1.3565
H -3.5918 -2.1523 0.7084
H 1.8188 -3.3451 -2.3036
H 1.8458 -1.5664 -2.3772
H 0.6136 -2.4752 -3.2944
H -1.1331 -4.2820 -1.9069
H -1.7600 -2.7401 -2.5500
H -2.2450 -3.2976 -0.9160
H 1.1344 -4.5282 -0.4636
H -0.1225 -4.1726 0.7623
H 1.4619 -3.3701 0.8574
C 4.3044 -0.9643 0.4780
C 4.9190 -1.7909 1.4413
C 6.3088 -1.9298 1.4577
C 7.0960 -1.2561 0.5080
C 6.4798 -0.4246 -0.4340
C 5.0918 -0.2869 -0.4684
S 2.5414 -0.9474 0.3354
H 2.0308 0.4427 0.5748
H 4.2875 -2.3144 2.1628
H 6.7668 -2.5799 2.2002
H 8.1786 -1.3828 0.5068
H 7.0917 0.1090 -1.1643
H 4.5936 0.3392 -1.2063
C -2.9099 4.8466 2.4736
C -2.8958 3.9350 1.2623
O -1.7056 3.1323 1.1587
H -2.6098 4.2939 3.3710
H -3.9123 5.2493 2.6349
H -2.2360 5.6998 2.3239
H -3.7186 3.2068 1.2830
H -2.9872 4.5037 0.3232
H -0.9468 3.7121 1.3361
*
```



C3H9NOS2 as an isolated structure. Source: the Open Molecules 2025 dataset; level of theory: ωB97M-V with the def2-TZVPD basis set.

For the LUMO energy (alpha / beta), the calculation gives -0.1896 / -0.2797 Ha. As for the maximum force: 3.05 eV/A. The energy relative to the best compared isomer or geometry (same formula, charge and spin) is 57.3 kcal per mole. The value obtained for the HOMO-LUMO gap (alpha / beta) is 8.24 / 5.75 eV. Its HOMO energy (alpha / beta) is -0.49230 / -0.49114 hartree. As for the expectation value of S²: 0.757.

Structure (ORCA input):
```
! RIJCOSX wB97M-V def2-TZVPD def2/J DEFGRID3
* xyz 1 2
C -1.7349 3.0622 0.3299
S -0.2472 2.1971 -0.0102
S -1.1435 0.2100 0.8918
H -2.5593 2.4646 -0.0170
H -1.8011 4.0206 -0.1881
H -1.7631 3.2679 1.4110
H -0.7336 0.6042 2.0817
C 0.8856 -0.2246 -0.2837
N 1.0093 -1.8099 0.2695
C 0.9265 -2.8123 -0.7775
O 0.8204 -0.2097 -1.4670
H 1.5943 0.3171 0.3338
H 1.9727 -1.8242 0.6531
H -0.0157 -2.7786 -1.3063
H 1.0875 -3.8154 -0.3681
H 1.7021 -2.6690 -1.5531
*
```



A 2-piece molecular cluster, C4H11NO overall. Source: the Open Molecules 2025 dataset; level of theory: ωB97M-V with the def2-TZVPD basis set.

For the LUMO energy, the calculation gives 0.0328 Ha. As for the maximum force: 2.57 eV/A. The energy relative to the best compared isomer or geometry (same formula, charge and spin) is 41.7 kcal per mole. As for the SMILES: C1CCNC1.O. The value obtained for the HOMO-LUMO gap is 10.22 eV. Its HOMO energy is -0.34292 hartree.

Structure (ORCA input):
```
! RIJCOSX wB97M-V def2-TZVPD def2/J DEFGRID3
* xyz 0 1
N 0.9559 0.9585 -0.5090
C 0.0000 0.0000 0.0000
C 2.2200 0.3484 -0.2392
C 0.7351 -0.7139 1.1317
C 2.1056 -0.0756 1.2078
H 0.7746 1.0144 -1.5193
H -0.8616 0.5788 0.3847
H -0.3696 -0.6529 -0.8139
H 2.3870 -0.5118 -0.9157
H 2.9852 1.1136 -0.4726
H 0.2066 -0.6913 2.1041
H 0.8313 -1.7734 0.8254
H 2.9517 -0.6991 1.5555
H 2.0825 0.8386 1.8316
O 0.3138 1.9382 1.8528
H 0.6755 1.3673 1.1376
H -0.1820 1.3205 2.4365
*
```



A single C4H6O2 molecule. Source: the Open Molecules 2025 dataset; level of theory: ωB97M-V with the def2-TZVPD basis set.

For the LUMO energy (alpha / beta), the calculation gives -0.0366 / -0.0366 Ha. As for the maximum force: 4.83 eV/A. The energy relative to the best compared isomer or geometry (same formula, charge and spin) is 160.6 kcal per mole. The value obtained for the HOMO-LUMO gap (alpha / beta) is 7.88 / 7.83 eV. Its HOMO energy (alpha / beta) is -0.32614 / -0.32438 hartree.

Structure (ORCA input):
```
! RIJCOSX wB97M-V def2-TZVPD def2/J DEFGRID3
* xyz 0 1
C 0.3756 -0.0221 1.3227
C 0.2416 -0.7428 -1.2278
C -0.9158 1.3519 -0.6139
O 0.6469 -1.9110 -0.8324
O 0.3512 -2.1834 0.4558
C -0.2293 0.2424 -0.3727
H 0.4998 -0.5452 -2.2654
H 0.0534 0.9523 1.6799
H -0.1385 -0.7669 1.9201
H 1.4585 -0.0583 1.4022
H -0.8306 2.2115 0.0372
H -1.5129 1.4716 -1.5056
*
```



An isolated ion of composition C6H10BrN2 and charge +1. Source: the Open Molecules 2025 dataset; level of theory: ωB97M-V with the def2-TZVPD basis set.

For the LUMO energy, the calculation gives -0.1773 Ha. As for the maximum force: 5.56 eV/A. The energy relative to the best compared isomer or geometry (same formula, charge and spin) is 31.3 kcal per mole. As for the SMILES: C[NH2+][C@@H](Br)c1cc[nH]c1. The value obtained for the HOMO-LUMO gap is 7.86 eV. Its HOMO energy is -0.46634 hartree.

Structure (ORCA input):
```
! RIJCOSX wB97M-V def2-TZVPD def2/J DEFGRID3
* xyz 1 1
C 0.5593 -0.9894 -1.1835
C 1.0738 -2.2561 -1.0668
C 0.3465 -1.6256 0.9940
C 0.0045 -0.5869 0.1441
C 0.3100 2.5261 0.4096
C -0.8607 0.4618 0.4896
N 0.9036 -2.6050 0.2713
N -0.7019 1.6058 -0.3511
Br -3.1594 -0.1396 0.0352
H 0.3589 -0.4781 -2.2002
H 1.3747 -2.9613 -1.6935
H 0.0893 -1.7196 1.9872
H 0.5062 3.2159 -0.3450
H -0.3111 2.9729 1.2396
H 1.0483 1.8959 0.8608
H -0.8461 0.8140 1.5588
H 1.1994 -3.5034 0.7553
H -1.6124 1.9961 -0.6219
H -0.2829 1.3767 -1.2835
*
```